114
Properties=species:S:1:pos:R:3:mulliken_charge:R:1 method="wB97M-V/def2-TZVPD" s2=0.758 multiplicity=2 total_charge=0 homo_energy_ev="-4.04 / -7.21" molar_mass_g_mol=966.0 total_energy_ev=-122126.6528 fmax_ev_per_a=7.21 lumo_energy_ha="-0.0354 / -0.0354"
Zn 1.781 -0.156 -0.071 0.002
O -0.700 -1.786 2.681 -0.331
C 0.433 -2.665 2.769 2.441
C 1.218 -2.663 1.278 0.014
O 2.157 -3.504 1.075 -0.665
O 0.798 -1.829 0.394 0.078
C 1.511 -2.181 3.772 0.054
C 2.819 -2.642 3.694 -0.236
C 3.794 -1.988 4.419 -0.771
C 3.477 -1.005 5.324 -0.414
C 2.147 -0.739 5.531 -0.936
C 1.164 -1.293 4.734 -0.135
C -0.172 -4.013 3.121 -0.182
C -1.571 -4.097 3.300 -0.375
C -2.202 -5.336 3.463 -0.924
C -1.452 -6.518 3.254 -0.331
C -0.096 -6.449 2.975 -0.919
C 0.544 -5.198 3.077 0.135
H -0.536 -0.985 2.191 -0.204
H 3.106 -3.435 3.045 0.342
H 4.881 -2.212 4.317 0.321
H 4.359 -0.688 5.988 0.279
H 1.871 0.047 6.291 0.283
H 0.183 -0.843 4.583 0.488
H -2.157 -3.203 3.191 0.558
H -3.290 -5.386 3.578 0.360
H -1.927 -7.471 3.382 0.395
H 0.424 -7.348 2.664 0.391
H 1.585 -5.100 2.710 0.116
C 2.401 0.071 -1.815 -1.755
C 3.092 0.689 -2.692 1.891
C 3.921 1.462 -3.472 0.726
C 4.779 2.458 -2.892 -0.531
C 5.470 3.296 -3.714 -0.372
C 5.492 3.139 -5.118 -0.435
C 4.679 2.154 -5.666 -0.380
C 3.962 1.272 -4.877 -0.401
H 4.776 2.611 -1.791 0.392
H 6.202 4.026 -3.287 0.295
H 6.226 3.644 -5.729 0.380
H 4.569 2.177 -6.756 0.340
H 3.346 0.452 -5.377 0.291
N 4.417 -4.230 -2.565 0.024
C 3.176 -3.452 -2.218 -0.754
C 2.231 -3.143 -3.391 -0.481
N 3.066 -2.813 -4.552 -0.130
C 4.156 -3.660 -4.910 -0.645
C 5.153 -3.707 -3.742 -0.577
H 4.162 -5.196 -2.701 0.418
H 4.966 -4.216 -1.707 0.386
H 3.514 -2.538 -1.668 0.164
H 2.611 -3.955 -1.445 0.346
H 1.722 -2.255 -3.029 0.167
H 1.644 -4.029 -3.518 0.393
H 2.473 -2.754 -5.404 0.256
H 4.752 -3.200 -5.745 0.360
H 3.916 -4.691 -5.233 0.337
H 5.668 -2.766 -3.551 0.323
H 6.016 -4.400 -3.999 0.339
C -5.281 6.134 -3.507 -1.336
C -4.397 5.003 -3.013 0.593
C -3.057 5.235 -2.504 -1.008
C -2.286 4.157 -1.990 1.463
C -0.874 4.463 -1.609 -1.494
C -2.785 2.854 -1.877 -0.355
Te -1.694 1.255 -0.680 -0.079
N -1.045 2.310 1.042 -0.387
C 0.109 2.115 1.550 -0.264
O 0.949 1.099 1.271 -0.459
C 0.597 3.208 2.538 0.556
C 1.993 3.576 2.478 -0.240
C 2.498 4.670 3.125 -0.626
C 1.590 5.426 3.854 -0.186
C 0.274 5.139 3.874 -0.521
C -0.266 4.085 3.159 -0.304
C -3.194 0.140 0.567 0.718
C -3.301 -1.234 0.373 0.653
C -2.488 -2.157 -0.564 -1.319
C -4.360 -1.837 1.061 -0.813
C -5.082 -1.176 2.064 0.738
C -6.156 -1.932 2.807 -1.739
C -4.882 0.164 2.277 -1.047
C -3.945 0.828 1.473 1.470
C -3.933 2.311 1.648 -1.585
C -4.113 2.589 -2.344 1.287
C -4.574 1.186 -2.401 -1.172
C -4.872 3.653 -2.884 -1.110
H -6.341 5.853 -3.593 0.341
H -4.997 6.449 -4.508 0.297
H -5.179 7.028 -2.838 0.322
H -2.655 6.268 -2.459 0.270
H -0.540 5.531 -1.689 0.336
H -0.212 3.960 -2.336 0.293
H -0.527 4.115 -0.611 0.104
H 2.655 2.966 1.819 0.193
H 3.606 4.808 3.134 0.308
H 1.828 6.305 4.526 0.249
H -0.522 5.788 4.400 0.239
H -1.290 3.897 3.195 0.532
H -2.891 -2.153 -1.585 0.348
H -2.639 -3.216 -0.224 0.443
H -1.414 -1.783 -0.548 -0.288
H -4.519 -2.937 0.888 0.188
H -5.865 -3.006 2.901 0.271
H -7.003 -2.011 2.140 0.347
H -6.482 -1.562 3.739 0.439
H -5.442 0.697 3.070 0.285
H -4.402 2.639 2.577 0.436
H -4.474 2.797 0.848 0.284
H -2.880 2.620 1.706 0.009
H -3.729 0.529 -2.771 0.151
H -5.427 1.074 -3.085 0.501
H -4.922 0.930 -1.392 0.168
H -5.863 3.389 -3.255 0.298

=====

114
Properties=species:S:1:pos:R:3:mulliken_charge:R:1 method="wB97M-V/def2-TZVPD" total_charge=+2 homo_energy_ev=-12.24 molar_mass_g_mol=1055.6 total_energy_ev=-108331.0383 fmax_ev_per_a=1.15 lumo_energy_ha=-0.1842
Ca 0.018 0.615 0.274 1.732
C -2.923 -1.275 2.666 -1.283
C -3.549 -0.213 1.764 -1.485
P -2.803 0.079 0.101 1.562
C -3.967 1.377 -0.451 0.453
C -3.659 2.715 -0.214 -0.299
C -4.557 3.719 -0.549 -0.974
C -5.772 3.390 -1.129 -0.638
C -6.094 2.057 -1.354 -0.750
C -5.200 1.054 -1.014 -0.801
C -3.254 -1.373 -0.898 0.312
C -2.705 -1.473 -2.178 -0.288
C -3.042 -2.527 -3.011 -0.671
C -3.921 -3.506 -2.566 -0.668
C -4.466 -3.422 -1.293 -0.857
C -4.142 -2.355 -0.464 -0.379
C -1.413 -1.131 2.893 -0.075
P -0.824 0.616 3.026 0.084
C -1.561 1.183 4.586 0.460
C -1.241 0.554 5.789 -0.570
C -1.842 0.970 6.964 -0.670
C -2.761 2.014 6.946 -0.532
C -3.076 2.647 5.753 -0.635
C -2.475 2.233 4.572 -0.298
C 0.936 0.357 3.477 0.695
C 1.608 -0.862 3.389 -0.266
C 2.931 -0.964 3.811 -0.643
C 3.584 0.140 4.331 -0.622
C 2.929 1.367 4.400 -0.704
C 1.623 1.479 3.958 -0.703
H -3.115 -2.274 2.270 0.415
H -3.428 -1.221 3.632 0.511
H -3.477 0.765 2.252 0.589
H -4.617 -0.395 1.630 0.830
H -2.727 2.976 0.271 0.538
H -4.309 4.754 -0.354 0.482
H -6.472 4.167 -1.402 0.414
H -7.047 1.798 -1.796 0.440
H -5.460 0.020 -1.205 0.402
H -2.011 -0.718 -2.528 0.327
H -2.624 -2.585 -4.007 0.492
H -4.183 -4.332 -3.213 0.433
H -5.151 -4.184 -0.946 0.467
H -4.591 -2.301 0.519 0.306
H -0.866 -1.593 2.062 -0.373
H -1.116 -1.667 3.796 0.865
H -0.513 -0.250 5.811 0.324
H -1.591 0.484 7.897 0.429
H -3.227 2.337 7.867 0.414
H -3.784 3.465 5.742 0.443
H -2.713 2.734 3.640 0.380
H 1.104 -1.751 3.032 0.388
H 3.437 -1.920 3.762 0.473
H 4.602 0.049 4.686 0.399
H 3.439 2.231 4.805 0.456
H 1.109 2.432 4.033 0.492
C 4.230 1.870 1.471 -1.467
Sb 2.928 1.431 -0.150 0.801
C 4.066 -0.250 -0.836 -1.459
C 3.777 2.829 -1.572 -1.728
C 3.590 4.291 -1.273 0.699
C 4.420 4.881 -0.313 -0.487
C 4.343 6.226 -0.009 -0.819
C 3.426 7.025 -0.683 -0.754
C 2.610 6.458 -1.643 -0.300
C 2.669 5.096 -1.953 0.898
C 1.711 4.554 -2.961 -1.839
Sb -0.320 4.378 -2.164 0.761
C 0.215 4.471 -0.054 -0.684
C -0.234 2.204 -2.236 -1.043
H 3.939 2.778 1.993 0.418
H 5.234 1.981 1.064 0.591
H 4.209 1.032 2.167 0.335
H 5.120 -0.009 -0.711 0.544
H 3.871 -0.453 -1.888 0.428
H 3.827 -1.137 -0.251 0.383
H 3.411 2.542 -2.556 0.610
H 4.838 2.575 -1.531 0.817
H 5.163 4.268 0.185 0.406
H 5.008 6.657 0.727 0.436
H 3.362 8.084 -0.472 0.432
H 1.904 7.083 -2.181 0.454
H 1.979 3.566 -3.327 0.347
H 1.627 5.219 -3.820 0.576
H -0.223 5.362 0.392 0.612
H 1.298 4.524 0.062 0.034
H -0.187 3.616 0.494 -0.177
H -0.229 1.864 -3.271 0.464
H -1.111 1.781 -1.747 0.389
H 0.702 1.874 -1.768 -0.303
N 1.984 -5.305 -3.992 0.035
C 1.963 -6.650 -4.286 0.780
C 2.623 -7.416 -5.246 -1.059
C 2.351 -8.765 -5.242 -0.421
C 1.455 -9.343 -4.318 -0.494
C 0.808 -8.584 -3.373 -0.806
C 1.069 -7.209 -3.358 0.563
N 0.574 -6.228 -2.530 -0.587
C 1.133 -5.118 -2.933 -0.187
C 0.872 -3.836 -2.296 1.154
C 1.365 -2.617 -2.762 -1.413
C 1.068 -1.461 -2.072 -1.035
N 0.320 -1.426 -0.960 0.982
C -0.177 -2.605 -0.535 -0.773
C 0.068 -3.805 -1.153 -0.969
H 2.536 -4.610 -4.462 0.163
H 3.312 -6.982 -5.958 0.390
H 2.838 -9.403 -5.967 0.395
H 1.280 -10.409 -4.362 0.402
H 0.121 -9.021 -2.662 0.445
H 1.965 -2.551 -3.660 0.365
H 1.430 -0.508 -2.443 0.828
H -0.827 -2.577 0.330 0.376
H -0.356 -4.728 -0.782 0.660

=====

121
Properties=species:S:1:pos:R:3:mulliken_charge:R:1 method="wB97M-V/def2-TZVPD" total_charge=-2 homo_energy_ev=-3.47 molar_mass_g_mol=961.1 total_energy_ev=-118496.4144 fmax_ev_per_a=3.31 lumo_energy_ha=0.1250
Sc 7.781 -21.259 -10.992 -0.228
C 10.576 -21.747 -14.454 -1.244
C 9.772 -20.877 -13.482 0.387
O 9.119 -21.579 -12.641 -0.091
C 9.837 -19.458 -13.388 0.898
C 10.790 -18.781 -14.202 -1.043
C 10.885 -17.426 -14.271 -0.993
C 9.954 -16.671 -13.475 -0.435
C 9.106 -17.272 -12.598 -0.854
C 8.952 -18.702 -12.565 0.345
O 8.014 -19.260 -11.827 0.145
H 10.837 -22.631 -13.828 0.154
H 11.462 -21.340 -14.937 0.417
H 9.896 -22.196 -15.247 0.301
H 11.407 -19.410 -14.766 0.418
H 11.580 -16.886 -14.912 0.385
H 9.994 -15.580 -13.608 0.394
H 8.493 -16.672 -11.893 0.259
C 5.355 -18.983 -8.721 -1.211
C 4.977 -19.983 -7.624 0.337
C 6.122 -20.308 -6.688 -1.339
C 4.287 -21.186 -8.191 1.043
C 2.906 -21.257 -8.030 -0.811
C 2.131 -22.275 -8.478 -1.684
C 2.669 -23.263 -9.257 -0.796
C 4.062 -23.276 -9.513 0.911
C 4.515 -24.286 -10.474 2.303
C 3.876 -24.204 -11.894 -1.484
C 4.373 -25.720 -9.903 -1.543
C 4.837 -22.292 -8.939 -0.878
N 6.258 -22.256 -9.294 2.137
C 7.065 -22.815 -8.498 0.031
C 8.589 -22.769 -8.747 0.895
N 8.911 -22.924 -10.076 1.513
C 10.102 -23.719 -10.381 -0.963
C 9.984 -25.002 -10.915 1.181
C 11.084 -25.766 -11.276 -0.180
C 12.382 -25.297 -11.119 -1.472
C 12.536 -23.977 -10.677 -0.338
C 11.421 -23.203 -10.312 0.408
C 11.722 -21.795 -9.931 1.141
C 12.401 -21.008 -11.080 -1.370
C 12.569 -21.541 -8.667 -1.551
C 8.608 -25.645 -11.008 2.318
C 8.338 -26.350 -12.300 -2.022
C 8.428 -26.648 -9.851 -1.229
C 9.173 -23.757 -7.697 -0.196
C 10.390 -24.211 -7.406 0.755
C 10.504 -25.280 -6.442 -1.238
C 9.437 -25.869 -5.886 -1.156
C 8.119 -25.301 -6.070 0.703
C 7.015 -25.663 -5.332 -0.902
C 5.788 -24.985 -5.553 -1.098
C 5.707 -23.920 -6.504 0.481
C 6.804 -23.616 -7.279 0.148
C 8.050 -24.309 -7.076 -0.501
H 5.733 -18.050 -8.264 0.510
H 4.483 -18.730 -9.354 0.348
H 6.109 -19.368 -9.409 -0.074
H 4.215 -19.457 -7.032 0.643
H 7.078 -20.474 -7.228 0.155
H 5.834 -21.103 -5.964 0.205
H 6.336 -19.356 -6.153 0.562
H 2.451 -20.395 -7.485 0.291
H 1.125 -22.090 -8.337 0.469
H 2.073 -24.074 -9.594 0.439
H 5.615 -24.099 -10.607 -1.561
H 2.769 -24.212 -11.983 0.165
H 4.289 -24.934 -12.517 0.532
H 4.165 -23.324 -12.500 0.258
H 3.289 -25.907 -9.761 0.349
H 4.978 -25.782 -8.985 0.321
H 4.741 -26.501 -10.589 0.392
H 10.950 -26.718 -11.852 0.200
H 13.237 -25.839 -11.467 0.360
H 13.534 -23.503 -10.668 0.252
H 10.785 -21.321 -9.667 -0.460
H 13.428 -21.341 -11.286 0.319
H 12.421 -19.935 -10.877 0.495
H 11.761 -21.074 -11.953 0.165
H 13.599 -22.031 -8.718 0.201
H 12.045 -21.999 -7.814 0.356
H 12.586 -20.477 -8.481 0.534
H 7.926 -24.874 -10.848 -1.245
H 8.575 -27.363 -12.234 0.617
H 8.779 -25.900 -13.170 0.404
H 7.274 -26.245 -12.562 0.225
H 9.216 -27.499 -9.841 0.232
H 7.466 -27.146 -10.070 0.445
H 8.485 -26.162 -8.842 0.172
H 11.328 -23.773 -7.898 -0.064
H 11.510 -25.731 -6.324 0.309
H 9.552 -26.764 -5.242 0.305
H 7.017 -26.492 -4.619 0.379
H 4.861 -25.368 -5.006 0.290
H 4.740 -23.434 -6.685 0.382
O 5.588 -20.486 -11.326 -0.428
H 5.454 -19.589 -11.679 0.278
H 5.050 -21.211 -11.784 0.093
O 8.458 -20.468 -9.201 -0.081
O 8.940 -21.429 -8.241 -0.748
S 6.813 -23.848 -14.971 -0.448
C 6.757 -23.035 -13.564 0.141
N 6.668 -22.551 -12.507 0.147
N 5.591 -17.351 -12.187 -0.182
C 5.214 -16.067 -11.774 0.593
C 4.016 -15.517 -12.305 -0.771
C 3.589 -14.285 -11.880 -0.546
C 4.376 -13.492 -10.956 -0.378
C 5.569 -14.099 -10.548 -0.586
C 5.996 -15.374 -10.930 -0.025
S 3.923 -11.903 -10.377 1.302
O 5.121 -11.413 -9.751 -0.731
O 3.606 -11.085 -11.534 -0.709
O 2.784 -12.231 -9.503 -0.708
H 5.479 -17.445 -13.191 0.249
H 6.521 -17.621 -11.921 -0.559
H 3.381 -16.106 -12.944 0.344
H 2.654 -13.958 -12.341 0.311
H 6.232 -13.525 -9.950 0.493
H 6.905 -15.750 -10.531 0.510

=====

150
Properties=species:S:1:pos:R:3:mulliken_charge:R:1 method="wB97M-V/def2-TZVPD" total_charge=0 homo_energy_ev=-8.69 molar_mass_g_mol=1619.5 total_energy_ev=-342646.6317 fmax_ev_per_a=7.99 lumo_energy_ha=-0.2178
C -1.097 -1.006 2.543 -0.945
C -1.677 0.516 2.280 0.713
C -2.232 1.455 3.505 -0.626
C -2.859 2.988 3.278 -0.407
C -2.947 3.638 1.754 -0.561
C -2.346 2.723 0.529 -0.126
C -1.715 1.189 0.750 0.452
C -1.206 0.430 -0.609 0.093
C 0.416 0.356 -0.811 0.417
C 0.918 0.481 -2.239 0.036
N 0.027 0.696 -3.443 -0.249
C 2.560 0.355 -2.539 -0.282
O 3.199 1.100 -3.445 -0.583
C 3.320 -0.784 -1.577 0.064
C 4.543 -1.754 -2.075 -0.093
N 5.045 -1.569 -3.496 -0.501
C 5.156 -2.880 -1.003 -0.216
O 6.220 -3.749 -1.531 -0.465
C 5.670 -5.080 -1.859 0.536
C 4.901 -5.168 -3.306 0.355
C 3.320 -5.617 -3.042 -1.145
O 5.502 -6.181 -4.236 -0.540
C 4.574 -3.038 0.521 0.765
C 5.107 -4.173 1.628 -0.702
C 4.027 -5.405 1.609 -0.760
C 3.629 -6.014 3.076 0.891
F 2.175 -5.665 3.288 -0.373
F 4.359 -5.427 4.224 -0.330
C 3.685 -7.671 3.161 0.417
F 2.783 -8.151 2.049 -0.279
F 3.009 -8.067 4.424 -0.296
C 5.181 -8.303 2.950 0.563
F 5.609 -8.460 1.542 -0.210
F 6.263 -7.605 3.699 -0.262
C 5.135 -9.850 3.586 0.606
F 6.337 -10.609 3.084 -0.225
F 3.947 -10.623 3.137 -0.227
F 5.251 -9.857 5.073 -0.235
C 3.379 -2.037 1.060 0.065
C 2.745 -2.096 2.573 1.051
C 3.660 -1.231 3.669 -0.224
N 4.303 -1.949 4.678 -0.476
C 2.768 -0.923 -0.004 -0.191
C 1.522 0.111 0.420 0.185
O 1.464 0.706 1.613 -0.484
H -1.900 -1.776 2.906 0.417
H -0.299 -0.895 3.424 0.251
H -0.467 -1.433 1.626 0.141
H -2.206 1.062 4.611 0.310
H -3.282 3.637 4.163 0.344
H -3.403 4.690 1.507 0.306
H -2.406 3.186 -0.569 0.021
H -1.588 -0.699 -0.539 0.309
H -1.789 0.914 -1.530 -0.434
H -0.198 1.723 -3.479 0.077
H 0.655 0.540 -4.285 0.363
H 5.384 -0.589 -3.640 0.334
H 4.296 -1.817 -4.182 0.278
H 4.886 -5.421 -1.043 -0.550
H 6.522 -5.914 -1.887 0.308
H 4.860 -4.168 -3.911 -0.029
H 3.371 -6.594 -2.374 0.334
H 2.689 -4.758 -2.507 0.215
H 2.795 -5.911 -4.062 0.391
H 4.827 -6.934 -4.343 0.352
H 6.150 -4.583 1.224 0.350
H 5.192 -3.596 2.642 0.486
H 4.435 -6.272 0.918 0.347
H 3.043 -4.989 1.102 0.314
H 1.627 -1.733 2.637 -0.617
H 2.803 -3.210 2.927 -0.267
H 3.760 -0.061 3.662 0.326
H 4.831 -1.305 5.307 0.229
C -3.788 2.384 -3.711 0.229
Cl -4.853 2.281 -2.304 -0.229
Cl -2.254 3.156 -3.293 -0.278
H -3.589 1.375 -4.081 -0.233
H -4.282 2.971 -4.489 0.560
C -4.691 -4.216 -6.664 -0.428
C -3.386 -4.147 -6.174 -0.603
C -3.030 -3.147 -5.267 -0.159
C -3.995 -2.219 -4.852 0.099
C -5.304 -2.281 -5.348 -0.296
C -5.647 -3.284 -6.257 -0.509
N -3.634 -1.181 -3.880 1.024
O -2.461 -1.148 -3.479 -0.462
O -4.524 -0.400 -3.512 -0.745
H -4.965 -5.001 -7.367 0.386
H -2.646 -4.876 -6.497 0.397
H -2.009 -3.107 -4.895 0.464
H -6.062 -1.564 -5.038 0.376
H -6.662 -3.342 -6.646 0.373
Ca -6.401 4.421 -1.489 1.614
O 0.030 4.500 0.492 -0.626
H 0.316 3.777 1.070 0.307
H 0.305 4.216 -0.392 0.277
C -3.420 4.733 9.407 -1.122
C -2.670 3.521 8.882 -0.149
O -3.564 2.411 8.701 -0.317
C -4.322 2.429 7.560 0.386
O -4.274 3.325 6.720 -0.502
C -5.188 1.174 7.468 0.855
F -5.828 0.889 8.638 -0.240
F -4.456 0.067 7.155 -0.256
F -6.162 1.267 6.518 -0.239
H -3.964 4.482 10.322 0.307
H -2.729 5.554 9.617 0.374
H -4.162 5.084 8.682 0.315
H -1.921 3.210 9.617 0.320
H -2.135 3.746 7.952 0.274
Cl -0.292 8.652 2.875 -0.154
C 1.283 7.910 3.252 -0.457
C 1.205 6.393 3.303 -0.266
Cl 0.262 5.815 4.700 -0.159
H 1.637 8.328 4.200 0.337
H 1.975 8.220 2.464 0.299
H 2.209 5.972 3.404 0.324
H 0.753 5.981 2.395 0.096
C -5.254 7.147 2.757 0.812
O -5.433 7.577 3.922 -0.693
O -3.974 7.224 2.419 -0.393
O -6.052 6.684 1.912 -0.733
H -3.744 7.605 3.290 0.296
Br -8.018 12.228 3.856 -0.133
C -7.745 11.575 2.039 -0.564
C -6.841 10.364 2.024 -0.640
Br -4.974 10.874 2.264 -0.122
H -7.358 12.413 1.453 0.355
H -8.744 11.315 1.678 0.364
H -6.877 9.868 1.049 0.338
H -7.076 9.636 2.805 0.371
C -0.300 4.243 -7.310 -0.615
C 0.252 4.127 -8.587 -0.405
C 0.208 2.904 -9.260 -0.426
C -0.398 1.800 -8.643 -0.249
C -0.945 1.912 -7.358 -0.416
C -0.893 3.139 -6.694 0.414
N -0.470 0.519 -9.356 0.990
O 0.043 0.455 -10.483 -0.569
O -1.043 -0.424 -8.791 -0.582
H -0.268 5.200 -6.792 0.390
H 0.714 4.991 -9.060 0.382
H 0.642 2.830 -10.254 0.442
H -1.414 1.062 -6.866 0.620
H -1.318 3.237 -5.698 0.087
B 7.272 -9.546 -1.373 0.448
F 7.144 -10.129 -0.048 -0.371
F 8.671 -9.545 -1.770 -0.398
F 6.499 -10.328 -2.324 -0.416
F 6.774 -8.180 -1.351 -0.247